# 1
Formula: C7H6EuN2O3
Source: the OMol25 dataset
Level of theory: ωB97M-V/def2-TZVPD

Structure (XYZ):
```
19
Properties=species:S:1:pos:R:3:forces:R:3
Eu 0.000008 -0.888319 0.377115 -0.0081 0.8522 0.8557
O 2.934824 -1.701051 -1.481752 -5.2681 2.4133 2.6698
O 0.001002 4.763773 -2.009734 -0.0008 -2.1220 0.7397
O -2.934079 -1.697190 -1.483812 5.1461 2.3525 2.6125
N -0.000421 -0.410311 4.750737 -0.0011 2.1265 1.4744
N -0.000867 -0.814583 2.642155 -0.0019 -2.2089 0.0511
C 1.970551 -1.274429 -0.975937 7.3202 -2.8524 -3.9336
C -1.971181 -1.272538 -0.977445 -7.1897 -2.7880 -3.8721
C -0.001835 -2.010650 3.362328 -0.0014 -0.4689 -0.6819
C 0.000132 0.464805 5.937640 -0.0039 -0.5222 0.8659
C 0.000621 3.691428 -1.629356 0.0008 2.0378 -0.7008
C -0.000098 0.113358 3.536811 0.0011 0.3510 0.7294
C -0.001754 -1.782827 4.694089 0.0027 0.9693 -0.5187
H -0.868849 0.252573 6.552073 -0.1972 -0.0284 -0.0779
H 0.868671 0.251181 6.551877 0.2020 -0.0295 -0.0731
H -0.002201 -2.394502 5.581579 -0.0003 -0.0704 -0.1582
H 0.001033 1.528042 5.701063 -0.0005 -0.2592 -0.4381
H -0.002684 -2.932551 2.837762 -0.0006 -0.8022 -0.1241
H 0.000729 1.128190 3.241206 0.0009 1.0495 0.5799
```
Forces are in eV/Å.

Charge   +2
Highest occupied orbital energy (alpha / beta)   -16.6544 / -16.6570 eV
2S+1   8
DFT total energy   -1315.26136 Ha
Expectation value of S²   15.7594
ΔE to the lowest compared entry with this formula, charge and spin   1.382 eV
Frontier orbital gap (alpha / beta)   7.9 / 8.0 eV
LUMO (alpha / beta)   -8.78 / -8.63 eV

# 2
Formula: C4H2O
Source: the OMol25 dataset
Level of theory: ωB97M-V/def2-TZVPD

Structure (XYZ):
```
7
Properties=species:S:1:pos:R:3:forces:R:3
O -2.056448 0.421285 1.970670 0.1614 0.0260 -0.0702
C -0.323097 0.113505 0.251638 1.2379 0.1919 -0.9758
C 0.502421 -0.736721 -0.575837 -0.0405 0.4720 0.0678
C -1.208551 0.274524 1.171052 0.6218 0.0197 -0.7133
C 1.021570 0.412913 -0.870578 -2.6068 -0.8479 2.2188
H 0.565061 -1.786442 -0.780428 0.1435 -0.2844 -0.1533
H 1.499044 1.300937 -1.166517 0.4827 0.4228 -0.3740
```
Forces are in eV/Å.

Charge   0
Highest occupied orbital energy   -7.9417 eV
DFT total energy   -228.67941 Ha
ΔE to the lowest compared entry with this formula, charge and spin   2.176 eV
Structure (SMILES)   O=C=C1C=C1
Frontier orbital gap   8.4 eV
LUMO   0.41 eV

# 3
Formula: C6H11N
Source: the OMol25 dataset
Level of theory: ωB97M-V/def2-TZVPD

Structure (XYZ):
```
18
Properties=species:S:1:pos:R:3:forces:R:3
N 1.958594 -0.574651 -0.069737 1.8775 3.2007 -0.6054
C -1.215950 0.327487 -1.115989 -0.0090 -0.1312 0.1584
C 0.764488 -1.022392 -0.395757 -3.0875 -2.2295 -0.0397
C 0.501305 1.113462 0.589070 0.0034 -0.0562 -0.3829
C 1.857516 0.870042 -0.011934 0.6258 -0.9919 1.0573
C -0.337846 -0.097412 0.070528 0.1178 -0.2368 -0.5293
C -1.205117 -0.764269 1.145920 0.1996 0.2557 0.0562
H -0.592761 -1.061148 1.999599 -0.0200 -0.0348 -0.0341
H -1.704789 -0.537828 -1.568240 0.0477 -0.0238 -0.0416
H -1.705194 -1.653269 0.753436 0.0293 0.0764 0.0043
H -0.618258 0.828597 -1.877667 -0.0171 0.0241 -0.0347
H 0.603680 -1.921997 -0.973421 0.0697 -0.1539 0.3055
H 0.068916 2.068323 0.284233 0.0431 -0.0323 0.0193
H -1.965825 -0.066531 1.502449 -0.0810 0.0068 0.0196
H 2.237778 1.417435 -0.869806 0.3160 0.0651 0.3120
H 0.548443 1.104547 1.684141 0.0557 -0.0456 -0.0814
H -2.000170 1.005726 -0.776620 -0.0297 0.0912 -0.0257
H 2.805190 -1.036121 -0.370204 -0.1412 0.2161 -0.1579
```
Forces are in eV/Å.

Charge   0
Highest occupied orbital energy (alpha / beta)   -5.7871 / -7.3317 eV
DFT total energy   -289.84717 Ha
ΔE to the lowest compared entry with this formula, charge and spin   3.388 eV
Frontier orbital gap (alpha / beta)   6.5 / 8.3 eV
LUMO (alpha / beta)   0.71 / 0.93 eV

# 4
Formula: C4H18N2O3
Source: the OMol25 dataset
Level of theory: ωB97M-V/def2-TZVPD

Structure (XYZ):
```
27
Properties=species:S:1:pos:R:3:forces:R:3
O -3.766229 -0.567103 -0.604965 0.1331 0.4529 0.4247
O -1.999617 3.428421 0.072941 0.2465 0.0854 0.2239
O 3.749014 0.008888 -0.615678 0.7552 -0.1990 -0.2510
N 0.138714 0.031393 -2.688933 0.0195 0.2086 -0.0224
N -0.239188 -1.063833 3.007325 -0.6156 -0.0615 -0.2331
C 0.364833 -0.744905 -1.460408 -0.0934 0.0476 -0.6264
C -0.179317 0.059933 -0.274854 -0.6976 -0.6902 -0.0144
C 0.605747 -1.181542 1.808219 0.3761 -0.7473 0.0718
C 0.688001 0.079851 0.972156 -0.1388 0.8595 -0.1354
H -2.567329 2.899555 -0.493600 0.1729 -0.1021 -0.1293
H 0.657786 0.898168 -2.615272 0.0108 0.1051 -0.0404
H 0.285944 -2.043044 1.215597 -0.3663 0.1489 -0.2247
H 0.498972 -0.428011 -3.516711 -0.0396 -0.1995 0.0908
H -1.123565 -0.421936 -0.005693 -0.0933 0.0510 0.1788
H -0.675517 -0.147095 3.075807 0.2979 -0.0586 -0.0635
H -0.198417 -1.675860 -1.576937 0.1613 0.0213 0.1108
H 1.704727 0.345146 0.669001 -0.0193 -0.2234 0.2149
H -1.097836 3.088812 -0.020412 -0.4298 0.0101 -0.1104
H 0.324175 0.887875 1.619598 0.2116 0.1037 -0.0892
H -0.488669 1.044818 -0.633355 0.4146 0.1205 0.0515
H 1.591695 -1.515418 2.109087 0.4404 0.3161 0.2995
H 1.420547 -0.998209 -1.340083 0.0560 -0.0008 0.3089
H -4.447350 -0.124562 -0.078238 0.0940 -0.2017 -0.1848
H 4.346073 -0.543565 -1.151197 -0.4657 0.1927 0.1958
H 4.372855 0.548921 -0.112457 -0.2307 0.0187 0.0266
H -1.024303 -1.700920 2.922807 0.1120 -0.0353 0.1754
H -2.941743 -0.165774 -0.283742 -0.3117 -0.2228 -0.2484
```
Forces are in eV/Å.

Charge   0
Highest occupied orbital energy   -9.2249 eV
DFT total energy   -498.39487 Ha
ΔE to the lowest compared entry with this formula, charge and spin   0.785 eV
Structure (SMILES)   NCCCCN.O.O.O
Frontier orbital gap   9.6 eV
LUMO   0.42 eV

# 5
Formula: C10H28Ag2FO10P2
Source: the OMol25 dataset
Level of theory: ωB97M-V/def2-TZVPD

Structure (XYZ):
```
53
Properties=species:S:1:pos:R:3:forces:R:3
Ag 2.030865 -3.367751 1.481076 -0.5631 1.3620 -0.1997
Ag -1.347895 -2.156268 0.410856 0.0573 1.3008 0.3578
P -2.498298 -0.879633 3.773117 -1.2390 1.7409 1.0902
P -1.718116 1.364748 -1.638019 -0.8057 -0.3754 -0.9508
F 1.117823 -1.292094 0.872453 0.1973 -1.9278 0.0650
O -3.447431 0.509841 3.895918 2.2070 -4.2608 -2.5688
O -2.475268 -1.582246 2.424337 0.2677 1.2993 2.0926
O -1.906751 2.797959 -0.976426 0.1304 -0.9146 0.9391
O -1.858851 0.121687 -0.798904 -0.0508 1.8297 -0.6382
O 5.028641 -1.230798 -2.067484 -2.3853 -0.1356 0.0129
O 3.897039 -0.253287 -4.681763 -0.0365 -0.3142 1.4713
O -1.039762 -0.347676 4.362520 -2.7188 -0.9951 -1.7013
O -0.260064 1.446135 -2.288626 -1.0404 0.8400 -0.7115
O -2.685090 1.487343 -2.942970 3.9116 -0.8567 1.2294
O -3.122518 -1.786533 4.973063 0.6249 1.1342 -1.1148
C -2.859076 -3.170424 5.038916 0.5106 -2.0668 -0.5610
C 4.050899 0.978118 -4.023000 -0.0520 1.1248 -0.3380
C 4.195551 -0.813903 -0.940063 -0.2209 0.2822 -0.3636
C -3.578815 1.233685 5.068936 -0.0208 0.8431 1.9377
C 4.316786 -2.037484 -3.026273 3.3913 0.2408 0.5639
C 0.845502 1.220078 -1.446010 0.5548 -1.2449 -0.2022
C 0.108983 -1.041540 3.932062 2.1629 0.2902 0.6778
C 3.319150 -1.275083 -3.891423 -1.6955 1.0296 -1.0413
C -1.726464 4.015312 -1.723638 -0.4786 0.1284 -1.2530
C -4.060178 1.458701 -2.828552 -1.7487 0.5430 -0.3176
H 5.115692 -2.349203 -3.699097 0.0025 -0.1326 -0.0350
H 2.504636 -0.905665 -3.268367 0.1870 0.6240 0.3340
H 4.588194 1.727195 -4.604626 0.1849 -0.6565 -0.4059
H 3.306330 -0.274525 -1.266331 -0.1012 0.0528 -0.5078
H -4.557180 1.085268 5.525955 -0.1113 -0.1195 -0.2423
H 1.104628 0.190314 -1.692046 0.2285 -0.3665 0.8127
H -3.564218 -3.773920 4.467357 -0.4573 0.4366 -0.0117
H 0.625774 1.339707 -0.385110 0.1075 -0.0534 -0.0738
H -4.383469 2.026643 -1.956179 -0.2512 -0.1954 0.1169
H 0.851486 -0.334747 3.561624 -0.3101 0.2985 -0.2663
H -4.398507 1.990508 -3.717832 -0.3692 -0.1296 0.0925
H -2.821967 -3.621570 6.030473 -0.3942 0.9551 0.3768
H 0.592451 -1.432039 4.827534 -0.1794 -0.4928 0.0284
H 1.728960 1.785856 -1.741809 -0.4086 0.6828 -0.0464
H -0.809956 4.555239 -1.485765 -0.1532 -0.2750 0.5047
H -2.846509 0.938831 5.820526 0.1436 0.1675 -0.0270
H 4.713128 -0.089714 -0.310965 0.4899 -0.5260 -0.0992
H 0.038350 -1.802627 3.154969 -0.7497 0.0144 0.0828
H 3.080753 1.433914 -3.825077 -0.6632 -0.2132 -0.0514
H -4.458891 0.444382 -2.845450 0.0434 0.0405 0.2113
H 3.762890 -1.641641 -0.378145 0.5210 -0.2878 0.0442
H 4.477000 0.951405 -3.020087 0.4486 -0.8681 0.2657
H 2.807567 -1.935401 -4.591685 0.6146 -0.4332 -0.1080
H -3.466157 2.291419 4.831001 0.0857 -0.0794 0.0271
H -1.904506 -3.488430 4.619694 0.4025 0.5941 -0.2025
H -1.706695 3.809494 -2.793851 0.2082 -0.2451 -0.0364
H -2.617690 4.634163 -1.619616 0.1905 0.0007 0.5930
H 3.911246 -2.953742 -2.597199 -0.6694 0.3103 0.1476
```
Forces are in eV/Å.

Charge   +2
Highest occupied orbital energy (alpha / beta)   -15.0033 / -15.0033 eV
2S+1   2
DFT total energy   -2226.12009 Ha
Expectation value of S²   0.7560
Frontier orbital gap (alpha / beta)   7.3 / 4.0 eV
LUMO (alpha / beta)   -7.69 / -10.99 eV

# 6
Formula: C4H12N2O
Source: the OMol25 dataset
Level of theory: ωB97M-V/def2-TZVPD

Structure (XYZ):
```
19
Properties=species:S:1:pos:R:3:forces:R:3
O -0.949871 3.193141 0.260137 1.0058 -0.4610 -0.0721
N -0.600806 -1.412125 0.050938 0.0273 -2.1694 -2.5712
N -0.228764 1.175297 -0.741525 2.1332 -1.8565 0.4782
C -0.168872 2.618244 -0.781487 -0.9470 0.1776 0.0381
C -0.681699 -2.947918 0.177739 -0.1339 1.9514 0.2219
C 0.673504 -0.904813 0.541858 -0.6603 -1.0984 0.2744
C 0.661331 0.604834 0.409494 -1.6475 1.1815 0.0952
H -1.283746 -3.459421 -0.599722 0.0179 0.7996 0.4578
H -0.672386 2.986997 -1.685105 0.4934 -0.2638 -0.0246
H -1.182871 -2.893449 1.128925 0.0236 -1.6821 0.5779
H 0.307026 -3.410335 0.138649 0.0284 -0.0647 0.4786
H -0.713141 2.663694 1.030967 -0.3103 0.3452 0.2515
H 0.894741 2.850843 -0.778918 0.1770 1.1084 0.3031
H 0.352148 0.914192 -1.551058 -0.7008 -0.1061 -0.0777
H -0.563125 -1.337035 -0.981050 -0.2535 0.8398 0.7885
H 1.687792 0.918185 0.408607 0.6938 0.6806 -0.4924
H 0.706365 -1.176345 1.639655 0.3943 0.2585 -1.1107
H 1.517478 -1.420169 -0.004288 -0.3559 0.7002 0.6272
H 0.244896 1.036185 1.336184 0.0144 -0.3410 -0.2439
```
Forces are in eV/Å.

Charge   0
Highest occupied orbital energy   -9.0581 eV
DFT total energy   -344.27912 Ha
ΔE to the lowest compared entry with this formula, charge and spin   2.882 eV
Structure (SMILES)   CNCCNCO
Frontier orbital gap   10.0 eV
LUMO   0.89 eV

# 7
Formula: C5H7Cl2N5O
Source: the OMol25 dataset
Level of theory: ωB97M-V/def2-TZVPD

Structure (XYZ):
```
20
Properties=species:S:1:pos:R:3:forces:R:3
Cl -0.077096 -2.121449 1.542944 0.6358 1.5173 -0.7855
Cl -1.624255 -2.283327 -3.104885 -0.4857 0.2893 -0.0624
O 0.997391 0.653962 2.960925 2.6262 -2.8278 -0.8399
N -1.394113 1.166180 0.472170 -1.1052 -1.0684 -2.2608
N 0.362463 0.548030 1.762257 -1.3703 2.6864 2.3788
N -1.829486 -0.334437 -1.246483 1.6736 -0.8484 -1.3835
N 1.486976 0.749990 -0.985451 -0.2678 -1.0168 1.1681
N 0.177784 -1.228313 -1.613158 1.0267 1.7882 2.2030
C 0.491713 -0.115002 -0.605832 -2.9343 -0.9174 1.1423
C -0.618399 1.378272 1.504506 0.2037 -0.2610 -0.7477
C -1.070081 -1.218855 -1.962787 0.2516 -0.9008 -0.3723
C -0.983207 0.394756 -0.446034 -0.1894 -0.0125 -0.0692
C 0.729129 -0.593984 0.953644 -2.3921 -0.5306 -1.3592
H 1.240498 1.462700 -1.642375 0.8363 0.4219 -0.2523
H -2.786194 -0.222388 -1.531644 -0.6919 0.5101 0.5494
H 1.746342 -0.700730 0.944966 2.6641 -0.5212 0.8357
H 0.798496 1.251003 3.681432 -1.4834 1.0846 -0.2579
H 2.394304 0.505516 -0.583432 -0.1230 1.0534 -0.8826
H -1.061162 2.233264 1.968219 1.2632 0.5484 1.9122
H 1.018898 -1.525188 -2.068982 -0.1381 -0.9946 -0.9161
```
Forces are in eV/Å.

Charge   +2
Highest occupied orbital energy   -18.0724 eV
DFT total energy   -1463.38221 Ha
ΔE to the lowest compared entry with this formula, charge and spin   0.349 eV
Structure (SMILES)   N[C@]12[NH+]=C(Cl)[NH+]=C1N=CN(O)[C@H]2Cl
Frontier orbital gap   8.5 eV
LUMO   -9.55 eV

# 8
Formula: C5H10CrO3
Source: the OMol25 dataset
Level of theory: ωB97M-V/def2-TZVPD

Structure (XYZ):
```
19
Properties=species:S:1:pos:R:3:forces:R:3
Cr 0.804958 -1.208293 -0.057947 -0.3559 -0.6317 1.0539
O -0.946981 -0.468375 -0.721327 0.3032 -0.6976 -0.7073
O -0.179939 -2.120842 1.289510 0.2296 -0.0257 -0.6798
O 1.658250 0.477339 -0.482710 0.4226 0.2497 -0.6152
C -0.655073 1.006769 -0.685552 0.1557 0.9616 0.0812
C -1.977483 -1.083077 0.045305 -0.4967 -0.2585 0.4068
C 0.580616 1.361476 0.042184 -0.6013 -0.1301 0.4282
C 2.874953 1.100700 -0.813601 0.4495 0.4224 -0.2136
C -1.428651 -1.513747 1.411337 -0.6761 0.2561 0.3206
H -0.601267 1.244768 -1.757206 -0.0771 -0.0562 0.2861
H -2.282516 -1.971202 -0.528646 0.0295 0.2548 0.1457
H -2.175711 -2.194478 1.864082 0.2451 0.1115 -0.0732
H 2.682559 1.947575 -1.487637 0.0584 -0.2314 0.2241
H -1.382812 -0.620908 2.069532 0.0475 -0.2251 -0.1556
H -2.836263 -0.400840 0.141697 0.1875 -0.1439 -0.0452
H 0.499062 1.114447 1.118653 0.0984 0.1455 -0.2045
H 3.516955 0.364686 -1.315204 -0.1320 0.1270 0.1168
H 3.375602 1.469578 0.093643 -0.1443 -0.0612 -0.2371
H -1.526260 1.494424 -0.226112 0.2564 -0.0673 -0.1319
```
Forces are in eV/Å.

Charge   0
Highest occupied orbital energy (alpha / beta)   -6.9212 / -7.0805 eV
2S+1   5
DFT total energy   -1466.55275 Ha
Expectation value of S²   6.0154
ΔE to the lowest compared entry with this formula, charge and spin   1.725 eV
Frontier orbital gap (alpha / beta)   6.4 / 6.5 eV
LUMO (alpha / beta)   -0.50 / -0.54 eV